Record 1
{
  "formula": "C41H34N2O2PdSSb",
  "method": "wB97M-V/def2-TZVPD",
  "species": ["Pd", "S", "C", "C", "C", "C", "C", "C", "C", "C", "C", "N", "H", "H", "H", "H", "H", "H", "C", "O", "C", "C", "C", "C", "C", "C", "N", "C", "C", "C", "C", "C", "C", "C", "O", "H", "H", "H", "H", "H", "H", "H", "H", "H", "H", "H", "H", "H", "C", "C", "C", "C", "C", "C", "Sb", "C", "C", "C", "C", "C", "C", "C", "C", "C", "C", "C", "C", "H", "H", "H", "H", "H", "H", "H", "H", "H", "H", "H", "H", "H", "H", "H"],
  "coordinates": [[-0.950886, 0.143919, 0.646296], [-1.731096, -2.902342, 4.011860], [-1.216480, -1.453897, 4.761048], [-0.994966, -0.460634, 3.855408], [-1.225171, -0.813188, 2.471681], [-1.630287, -2.130932, 2.422188], [-1.963458, -2.887205, 1.218938], [-2.549665, -4.166008, 1.258052], [-2.845676, -4.822949, 0.081801], [-2.560973, -4.207366, -1.132138], [-1.988580, -2.946275, -1.085533], [-1.693923, -2.298599, 0.038032], [-1.111488, -1.420005, 5.839271], [-0.678844, 0.529362, 4.165861], [-2.774035, -4.617529, 2.217759], [-3.303968, -5.804721, 0.105186], [-2.777336, -4.685121, -2.079221], [-1.749828, -2.417824, -2.004678], [2.951394, -3.557613, 1.463195], [3.562126, -3.212689, 0.218899], [4.872978, -3.445000, 0.048028], [5.612625, -4.344991, 0.803996], [6.944369, -4.600660, 0.493378], [7.543736, -3.953969, -0.573957], [6.816473, -3.016743, -1.299608], [5.497678, -2.735262, -0.989215], [4.782302, -1.768675, -1.740161], [3.794790, -0.954677, -1.285124], [3.668964, -0.479626, -0.029194], [4.721120, -0.528207, 0.965860], [4.508617, -0.060370, 2.204573], [3.201988, 0.467005, 2.576702], [2.186222, 0.541371, 1.703908], [2.339632, 0.069012, 0.325906], [1.407789, 0.050101, -0.463187], [1.956498, -3.122704, 1.443853], [3.513143, -3.132900, 2.298215], [2.873152, -4.639790, 1.581542], [5.138573, -4.870524, 1.621976], [7.501872, -5.315912, 1.085074], [8.576225, -4.155109, -0.831653], [7.285570, -2.472154, -2.112929], [4.931232, -1.784936, -2.733056], [3.016174, -0.704489, -2.000774], [5.698777, -0.907995, 0.692577], [5.310810, -0.075318, 2.931770], [3.047917, 0.805180, 3.594507], [1.194372, 0.881882, 1.971413], [-1.130768, 3.703158, -5.216798], [-0.439524, 2.631020, -4.666519], [-0.755299, 2.181917, -3.385363], [-1.762405, 2.791856, -2.634499], [-2.444858, 3.870597, -3.203561], [-2.133947, 4.324341, -4.481965], [-2.079647, 1.898797, -0.665984], [-1.980836, 3.765046, 0.446524], [-1.071548, 3.770018, 1.503052], [-0.878936, 4.910535, 2.278414], [-1.607273, 6.064945, 2.016146], [-2.526436, 6.073193, 0.975136], [-2.704558, 4.933223, 0.195800], [-4.217312, 1.634988, -0.798262], [-5.170158, 2.591119, -1.155455], [-6.521650, 2.263589, -1.218728], [-6.936608, 0.968579, -0.931188], [-5.999411, 0.008345, -0.568954], [-4.649860, 0.342330, -0.498211], [-0.889440, 4.055732, -6.213883], [0.345525, 2.143819, -5.235703], [-0.208134, 1.347796, -2.952132], [-3.231418, 4.371345, -2.650300], [-2.674395, 5.163902, -4.906437], [-0.539400, 2.850394, 1.718888], [-0.161909, 4.896584, 3.092786], [-1.463788, 6.953644, 2.621625], [-3.105481, 6.967016, 0.769695], [-3.425780, 4.967862, -0.613523], [-4.868476, 3.607248, -1.384377], [-7.250809, 3.019231, -1.490436], [-7.989151, 0.711678, -0.984560], [-6.319446, -1.001320, -0.335246], [-3.917309, -0.395479, -0.184311]],
  "forces_ev_per_angstrom": [[-0.289, 0.146, -0.296], [-0.035, -0.025, -0.202], [0.022, 0.060, 0.075], [-0.069, -0.080, -0.113], [0.163, -0.145, 0.226], [0.007, -0.045, 0.162], [0.002, 0.046, -0.024], [0.020, 0.028, 0.060], [0.006, 0.028, 0.048], [0.001, 0.015, 0.016], [0.008, 0.061, 0.053], [0.013, -0.227, -0.019], [-0.005, 0.038, -0.112], [-0.001, -0.023, -0.008], [-0.006, -0.010, -0.062], [0.004, -0.011, 0.021], [0.008, 0.024, 0.018], [0.004, 0.005, 0.027], [0.058, 0.021, -0.077], [-0.230, -0.187, 0.234], [-0.097, -0.146, 0.090], [0.092, -0.061, 0.031], [-0.068, 0.044, -0.021], [0.003, 0.018, -0.023], [0.169, 0.010, -0.047], [0.028, 0.243, -0.208], [0.229, -0.302, -0.028], [-0.037, 0.028, -0.238], [0.053, 0.239, 0.451], [-0.116, 0.019, -0.210], [-0.239, 0.097, 0.249], [0.312, -0.093, 0.010], [0.065, 0.008, -0.121], [0.391, -0.158, 0.263], [-0.226, 0.100, -0.378], [-0.045, 0.031, -0.044], [0.041, 0.025, -0.032], [-0.002, -0.036, -0.036], [0.006, 0.027, -0.025], [-0.010, 0.016, -0.014], [-0.046, 0.014, 0.004], [-0.010, -0.007, 0.054], [-0.066, -0.148, -0.079], [0.074, 0.028, 0.004], [-0.048, 0.043, 0.000], [-0.045, 0.054, 0.045], [0.033, -0.024, 0.042], [-0.150, 0.084, 0.021], [0.026, -0.050, 0.041], [-0.056, 0.017, 0.067], [-0.045, 0.141, -0.088], [-0.031, 0.011, -0.113], [0.094, -0.080, -0.070], [-0.004, -0.052, 0.100], [0.128, 0.179, 0.417], [-0.130, 0.155, -0.112], [-0.131, 0.201, 0.010], [-0.035, -0.019, -0.050], [0.040, -0.065, 0.002], [-0.002, -0.116, -0.053], [0.057, -0.006, 0.051], [-0.087, 0.039, -0.071], [-0.023, -0.120, 0.005], [0.111, -0.020, 0.025], [0.060, -0.015, 0.012], [0.016, 0.066, -0.019], [-0.148, 0.106, -0.002], [-0.005, -0.018, 0.041], [-0.027, 0.015, 0.033], [-0.009, 0.019, -0.028], [0.047, -0.020, -0.074], [0.008, -0.027, 0.022], [0.084, -0.089, 0.042], [-0.034, -0.014, -0.028], [0.001, -0.042, -0.016], [0.009, -0.022, -0.010], [0.051, 0.033, 0.075], [-0.049, -0.070, -0.002], [0.025, -0.014, -0.001], [0.040, 0.005, 0.008], [0.024, 0.034, 0.000], [0.021, -0.034, -0.001]],
  "mulliken_charge": [-0.93, -0.36, -0.40, -0.12, -0.28, 0.26, 0.75, -0.72, -0.44, -0.74, -0.69, 0.32, 0.41, 0.35, 0.36, 0.39, 0.39, 0.46, -0.92, -0.30, 1.24, -0.58, -0.66, -0.70, -0.40, -0.20, -0.06, -0.32, 0.06, -0.51, -0.57, -0.56, -0.10, 0.36, -0.53, 0.13, 0.42, 0.36, 0.39, 0.38, 0.37, 0.41, 0.31, 0.52, 0.46, 0.40, 0.40, 0.21, -0.35, -0.50, -0.68, 0.52, -0.02, -0.78, 1.27, 0.18, -0.36, -0.64, -0.31, -0.87, 0.06, 0.41, -0.04, -0.83, -0.33, -0.64, -0.42, 0.35, 0.37, 0.33, -0.05, 0.38, 0.34, 0.39, 0.35, 0.37, 0.01, 0.00, 0.37, 0.35, 0.41, 0.35],
  "total_charge": -1,
  "e_tot_ev": -70994.7235,
  "gap_ha": 0.171,
  "homo_ev": -2.7464
}

---

Record 2
{
  "formula": "C41H35Cl2N10O3S3Zr",
  "method": "wB97M-V/def2-TZVPD",
  "species": ["Zr", "Cl", "C", "C", "C", "N", "C", "O", "C", "C", "C", "C", "C", "N", "C", "C", "C", "Cl", "N", "C", "O", "C", "C", "C", "C", "C", "N", "H", "H", "H", "H", "H", "H", "H", "H", "H", "H", "S", "C", "N", "C", "C", "C", "C", "C", "C", "S", "H", "H", "H", "H", "C", "N", "C", "C", "N", "N", "C", "N", "N", "H", "H", "H", "H", "H", "H", "H", "H", "H", "H", "H", "O", "S", "C", "C", "C", "C", "C", "C", "C", "C", "C", "C", "C", "C", "H", "H", "H", "H", "H", "H", "H", "H", "H", "H"],
  "coordinates": [[-0.264460, 0.117689, -0.284543], [0.609422, 4.472223, 5.226025], [0.903708, 3.577277, 3.776942], [-0.149257, 2.867757, 3.212955], [0.035610, 2.127441, 2.047534], [-0.964655, 1.418704, 1.353216], [-2.238402, 1.374702, 1.832099], [-2.615416, 1.598836, 2.971661], [-3.256374, 1.109530, 0.757743], [-4.606802, 1.195809, 1.042486], [-5.502636, 1.093369, -0.009927], [-5.009471, 0.938587, -1.295050], [-3.639328, 0.835505, -1.481740], [-2.776716, 0.891875, -0.468040], [1.311179, 2.105613, 1.460123], [2.348671, 2.824201, 2.031460], [2.159212, 3.558156, 3.192303], [3.497012, 4.416273, 3.870392], [1.569605, 1.343565, 0.280400], [2.508269, 0.354749, 0.482633], [3.300706, -0.056695, -0.347390], [2.303774, -0.364143, 1.793777], [3.289568, -0.637017, 2.719686], [2.919696, -1.275031, 3.895136], [1.596442, -1.643452, 4.064087], [0.683113, -1.359285, 3.058510], [1.018440, -0.714385, 1.944315], [-1.106952, 2.883242, 3.704041], [-4.912012, 1.355892, 2.066348], [-6.568663, 1.154677, 0.164970], [-5.668112, 0.889495, -2.150704], [-3.218682, 0.689308, -2.465902], [3.324132, 2.812084, 1.561390], [4.309142, -0.334036, 2.524634], [3.650758, -1.479020, 4.666453], [1.259725, -2.146553, 4.959433], [-0.344388, -1.676469, 3.150477], [-1.551036, -1.390209, -2.263367], [-2.198694, -2.093114, -0.840133], [-1.954476, -1.544245, 0.328475], [-2.618119, -2.212283, 1.359773], [-2.713436, -1.802667, 2.689104], [-3.441584, -2.576332, 3.573230], [-4.088030, -3.740617, 3.152021], [-4.043925, -4.129614, 1.827138], [-3.316753, -3.349340, 0.935893], [-3.179317, -3.518468, -0.789348], [-2.265474, -0.876042, 3.019504], [-3.526442, -2.262613, 4.605213], [-4.650968, -4.327436, 3.865017], [-4.577458, -5.008828, 1.491434], [0.584222, 5.118608, -3.119525], [0.116272, 4.316635, -1.994752], [-0.852265, 4.955436, -1.119167], [0.250410, 2.966598, -1.940132], [-0.565858, 2.180709, -1.329010], [1.387346, 2.474409, -2.553976], [1.705975, 1.147568, -2.716912], [2.823469, 0.918098, -3.448939], [0.956848, 0.207652, -2.254257], [1.351841, 5.828249, -2.806162], [-0.252818, 5.678858, -3.538923], [0.974726, 4.488713, -3.914931], [-0.605431, 6.012634, -1.049235], [-0.790544, 4.530308, -0.117074], [-1.877440, 4.866759, -1.494863], [-1.384469, 2.663004, -0.986515], [2.115641, 3.144000, -2.731357], [3.438601, 1.680044, -3.675542], [3.270629, 0.025093, -3.305917], [1.321656, -0.702749, -2.513687], [0.811465, -1.880376, -0.396492], [0.774826, -3.229526, -1.094737], [1.801512, -4.263028, -0.081942], [1.686687, -5.632765, -0.284613], [2.463460, -6.487550, 0.479595], [3.324193, -5.970226, 1.440524], [3.414129, -4.600572, 1.638753], [2.649337, -3.731224, 0.873085], [1.828723, -3.035968, -2.511385], [3.123740, -2.542201, -2.369985], [3.887180, -2.354790, -3.509551], [3.358165, -2.654872, -4.763909], [2.064238, -3.134382, -4.889263], [1.284555, -3.323909, -3.753699], [0.998391, -6.025827, -1.023913], [2.389178, -7.556692, 0.334708], [3.922407, -6.641591, 2.041972], [4.081570, -4.201639, 2.391452], [2.708065, -2.660710, 1.008961], [3.510432, -2.288654, -1.390866], [4.901691, -1.986993, -3.421704], [3.965311, -2.512344, -5.648411], [1.657065, -3.357960, -5.865808], [0.261767, -3.671275, -3.829161]],
  "forces_ev_per_angstrom": [[-1.181, 0.093, -1.009], [0.005, -0.001, -0.004], [-0.027, -0.004, 0.011], [0.038, 0.058, 0.010], [0.004, 0.005, 0.003], [0.147, -0.073, 0.198], [0.082, 0.125, 0.016], [-0.058, -0.012, -0.006], [0.002, -0.008, 0.029], [0.015, -0.012, -0.044], [-0.024, 0.006, 0.023], [0.049, -0.009, -0.038], [-0.055, 0.001, 0.005], [0.135, -0.034, 0.082], [0.129, 0.022, -0.055], [-0.002, 0.007, -0.010], [0.028, 0.003, -0.015], [-0.008, 0.002, 0.000], [-0.228, -0.517, 0.181], [0.042, 0.195, -0.006], [0.128, 0.041, 0.022], [-0.054, 0.039, 0.010], [0.002, -0.049, 0.010], [0.016, -0.001, -0.003], [-0.027, -0.030, -0.031], [0.036, -0.136, -0.055], [0.053, 0.146, 0.104], [0.008, -0.002, -0.004], [-0.007, 0.000, 0.000], [0.002, 0.000, 0.009], [-0.009, 0.001, 0.009], [0.004, -0.003, 0.002], [0.005, 0.001, 0.007], [0.002, 0.004, 0.001], [0.005, 0.008, -0.003], [0.017, -0.003, 0.006], [-0.024, 0.030, -0.003], [0.083, -0.061, 0.160], [0.095, 0.156, -0.072], [0.239, -0.147, 0.155], [-0.030, 0.117, -0.062], [-0.012, -0.034, 0.012], [-0.007, -0.006, -0.006], [0.006, 0.028, 0.037], [-0.013, -0.020, -0.018], [-0.034, 0.018, 0.059], [-0.026, -0.057, -0.001], [0.020, 0.009, -0.005], [0.003, 0.003, -0.002], [-0.002, -0.010, -0.012], [0.008, 0.002, -0.016], [0.020, 0.006, 0.006], [-0.050, -0.077, -0.039], [-0.003, 0.019, 0.028], [0.115, 0.087, 0.032], [0.060, -0.151, 0.027], [-0.042, 0.020, -0.014], [-0.014, 0.017, 0.012], [-0.057, 0.016, -0.024], [0.221, 0.005, 0.282], [0.001, 0.003, -0.004], [-0.002, 0.004, 0.013], [0.002, -0.006, 0.008], [0.004, -0.001, -0.002], [-0.001, -0.007, -0.003], [0.006, -0.004, -0.005], [-0.024, -0.007, -0.051], [0.024, -0.010, 0.035], [-0.003, 0.009, -0.009], [0.007, 0.025, 0.010], [-0.059, 0.040, -0.074], [0.243, 0.263, 0.153], [-0.151, 0.054, 0.017], [-0.045, -0.114, -0.014], [0.019, 0.019, 0.033], [0.023, -0.009, 0.016], [-0.010, -0.041, -0.018], [-0.006, 0.072, -0.015], [0.032, -0.017, 0.016], [0.067, 0.010, -0.093], [-0.037, -0.059, 0.014], [-0.001, -0.051, -0.007], [0.021, 0.008, -0.022], [-0.016, -0.015, 0.018], [0.040, 0.010, -0.014], [-0.004, 0.008, 0.002], [0.001, 0.000, 0.002], [-0.001, -0.002, -0.002], [0.000, -0.003, 0.000], [0.002, -0.014, 0.006], [0.015, 0.004, -0.005], [0.017, -0.006, 0.005], [-0.004, 0.001, 0.000], [0.003, 0.004, 0.000], [0.005, -0.001, -0.004]],
  "mulliken_charge": [-1.72, -0.20, -0.13, -0.62, -0.14, 1.88, -0.26, -0.78, 0.45, -0.78, -0.63, -1.10, -0.33, 0.66, -0.10, -0.77, 0.17, -0.20, 0.21, 0.22, -0.65, 0.74, -0.52, -0.89, -1.04, -0.39, 1.08, 0.74, 0.61, 0.49, 0.46, 0.58, 0.59, 0.59, 0.52, 0.54, 0.21, -0.49, 0.41, 0.91, -1.27, 0.02, -1.07, -0.67, -0.53, 1.03, -0.28, 0.40, 0.47, 0.42, 0.44, -1.29, 0.16, -1.13, 0.48, 0.00, -0.10, 0.52, -0.38, 0.09, 0.35, 0.40, 0.47, 0.40, 0.36, 0.33, 0.13, 0.37, 0.22, 0.08, -0.45, 0.54, -0.10, 0.65, -0.68, -0.77, -0.55, -1.02, 0.39, 0.23, 0.57, -0.96, -0.27, -0.99, -0.27, 0.50, 0.42, 0.42, 0.47, 0.14, 0.18, 0.47, 0.43, 0.43, 0.45],
  "total_charge": 1,
  "relative_energy_kcal_mol": 19.8,
  "e_tot_ev": -122962.4450,
  "gap_ha": 0.276,
  "homo_ev": -9.7260
}

---

Q: Which formula does entry 2 have?
A: C41H35Cl2N10O3S3Zr